No. 1
Below is a molecular structure, C60H56ClN9O6Tl, with properties calculated with ωB97M-V/def2-TZVPD.

Its spin multiplicity is 1. As for the total charge: -1. The HOMO energy comes out at -4.26 eV.

Structure (XYZ):
```
133
Properties=species:S:1:pos:R:3:mulliken_charge:R:1
Tl -0.048 0.088 -0.077 3.157
C 4.100 -5.125 -0.921 -0.815
C 4.302 -5.007 0.455 -0.688
C 3.508 -4.176 1.234 -0.070
C 2.520 -3.446 0.599 0.089
C 1.497 -2.509 1.077 -0.406
N 0.795 -2.022 -0.018 -0.255
C 1.255 -2.614 -1.134 0.155
N 0.908 -2.411 -2.394 -0.494
C 0.022 -1.484 -2.751 0.145
C -0.223 -1.124 -4.152 0.150
C 0.426 -1.475 -5.323 -0.062
C 0.017 -0.861 -6.498 -0.725
C -1.030 0.060 -6.496 -0.647
C -1.696 0.394 -5.325 -0.416
C -1.277 -0.203 -4.150 0.000
C -1.686 -0.055 -2.753 -0.132
N -2.773 0.492 -2.350 -0.519
C -3.147 0.558 -1.045 -0.692
N -2.370 0.336 0.058 0.197
C -3.151 0.467 1.135 -1.232
N -2.628 0.647 2.503 1.760
C -1.536 -0.254 2.912 -1.309
N -0.635 -0.764 2.067 -0.077
C 0.224 -1.540 2.788 -1.112
N 1.256 -2.293 2.322 -0.234
C -0.167 -1.523 4.154 0.423
C 0.359 -2.126 5.303 -0.248
C -0.303 -1.959 6.495 -0.908
C -1.518 -1.242 6.557 -1.077
C -2.051 -0.642 5.443 -0.405
C -1.347 -0.727 4.226 0.857
C -4.470 0.809 0.796 0.949
C -5.639 1.110 1.522 -0.565
C -6.767 1.460 0.823 -0.852
C -6.766 1.515 -0.590 -0.742
C -5.637 1.223 -1.316 -0.229
C -4.469 0.869 -0.627 0.164
N -0.798 -0.787 -1.959 -0.401
C 2.336 -3.546 -0.782 0.165
C 3.107 -4.394 -1.557 -0.073
H 4.726 -5.799 -1.492 0.408
H 5.093 -5.582 0.923 0.420
H 3.649 -4.096 2.304 0.658
H 1.234 -2.195 -5.308 0.524
H 0.524 -1.086 -7.428 0.402
H -1.320 0.532 -7.427 0.393
H -2.506 1.112 -5.323 0.536
H 1.267 -2.713 5.236 0.580
H 0.087 -2.413 7.399 0.419
H -2.042 -1.179 7.503 0.426
H -3.011 -0.144 5.510 0.428
H -5.660 1.079 2.608 0.373
H -7.674 1.706 1.360 0.396
H -7.678 1.803 -1.099 0.373
H -5.631 1.276 -2.397 0.540
H 2.928 -4.465 -2.622 0.599
C 4.202 3.070 5.441 -1.524
C 3.064 2.123 5.847 1.817
C 3.649 0.755 6.235 -1.214
C 2.372 2.709 7.081 -2.330
C 2.103 1.942 4.671 -0.314
C 2.575 1.421 3.500 -0.795
C 1.721 1.230 2.386 -0.127
N 1.986 0.648 1.217 0.825
C 3.105 0.127 0.754 0.239
C 4.231 -0.280 1.522 -1.438
C 5.427 -0.530 0.939 0.462
C 5.539 -0.309 -0.473 -0.354
C 4.499 -0.024 -1.303 -0.572
C 3.153 0.073 -0.723 0.780
O 2.107 0.197 -1.386 -0.431
C 4.741 0.207 -2.797 2.606
C 4.204 1.591 -3.206 -1.660
C 6.237 0.181 -3.127 -2.509
C 4.071 -0.892 -3.627 -1.411
C 6.645 -0.905 1.783 2.083
C 6.282 -1.965 2.831 -1.308
C 7.134 0.368 2.494 -1.448
C 7.791 -1.462 0.929 -2.178
C 0.380 1.797 2.421 -0.874
O -0.301 1.858 1.368 -0.571
C -0.132 2.232 3.691 0.706
C 0.729 2.299 4.751 -0.649
C -1.556 2.788 3.738 3.013
C -2.500 2.185 2.681 -2.552
C -1.431 4.268 3.308 -1.950
C -2.229 2.716 5.123 -1.526
H 4.879 3.236 6.283 0.457
H 4.787 2.662 4.615 0.169
H 3.802 4.034 5.121 0.342
H 4.303 0.856 7.106 0.481
H 2.847 0.054 6.476 0.256
H 4.233 0.329 5.418 0.006
H 3.100 2.822 7.887 0.460
H 1.951 3.694 6.868 0.404
H 1.577 2.050 7.435 0.391
H 3.624 1.189 3.402 0.593
H 4.074 -0.455 2.576 0.203
H 6.524 -0.394 -0.910 0.464
H 4.737 2.374 -2.660 0.345
H 4.358 1.750 -4.277 0.449
H 3.147 1.700 -2.988 0.203
H 6.778 0.956 -2.578 0.426
H 6.682 -0.793 -2.908 0.435
H 6.359 0.375 -4.194 0.462
H 2.997 -0.873 -3.497 -0.009
H 4.298 -0.740 -4.686 0.542
H 4.438 -1.876 -3.327 0.245
H 5.492 -1.626 3.501 0.133
H 5.941 -2.877 2.338 0.168
H 7.157 -2.199 3.442 0.485
H 6.376 0.737 3.188 0.059
H 8.052 0.170 3.055 0.481
H 7.336 1.158 1.768 0.300
H 7.437 -2.259 0.272 0.430
H 8.254 -0.682 0.322 0.364
H 8.563 -1.872 1.582 0.471
H 0.359 2.674 5.694 0.504
H -2.212 2.561 1.712 0.324
H -3.390 0.364 3.118 0.862
H -3.516 2.520 2.895 0.937
H -0.904 4.338 2.355 0.393
H -2.419 4.725 3.198 0.545
H -0.870 4.820 4.064 0.377
H -2.936 1.892 5.179 0.199
H -1.518 2.577 5.934 0.049
H -2.784 3.635 5.318 0.521
O -0.222 4.102 -2.609 -0.765
Cl 0.366 3.398 -1.510 1.863
O 1.778 3.254 -1.693 -0.679
O 0.096 4.083 -0.284 -0.706
O -0.239 2.058 -1.494 -0.733
```



No. 2
Below is C6H16P2 in the gas phase in a non-equilibrium geometry, with properties calculated with ωB97M-V/def2-TZVPD.

Its SMILES is CC[C@H]([PH]#[PH2])C(C)C. Its spin multiplicity is 1. The energy relative to the best compared isomer or geometry (same formula, charge and spin) comes out at 283.1 kJ/mol. The HOMO energy comes out at -8.40 eV.

Structure (XYZ):
```
24
Properties=species:S:1:pos:R:3:mulliken_charge:R:1
C -0.106 -2.242 0.725 -1.154
C -2.195 -0.016 -0.093 -1.851
C -0.919 2.173 -0.357 -1.459
C 0.331 -1.485 -0.549 -0.562
C -0.883 0.771 0.110 0.964
C 0.277 0.027 -0.530 -1.028
P 3.445 0.277 -0.480 -0.145
P 1.873 0.668 0.845 0.119
H -1.114 -2.556 0.440 0.311
H -0.173 -1.558 1.587 0.309
H 0.693 -3.030 0.953 0.308
H -3.005 0.622 0.010 0.597
H -2.188 -0.433 -1.158 0.277
H -2.311 -0.518 0.851 0.394
H -1.348 2.847 0.437 0.287
H 0.057 2.648 -0.785 0.363
H -1.696 2.147 -1.200 0.368
H 1.407 -1.614 -0.845 0.361
H -0.212 -1.797 -1.442 0.456
H -0.748 0.869 1.244 0.256
H 0.346 0.544 -1.379 0.699
H 4.162 1.318 -0.020 0.053
H 4.235 -0.603 0.382 0.059
H 1.619 2.051 0.530 0.017
```



Record-wise gap between HOMO and LUMO values, in eV: 4.72; 9.37
Record-wise total energy values, in eV: -106036.4258; -25056.0178